Below is C4H11N3 in the gas phase, with properties calculated with ωB97M-V/def2-TZVPD.

```
18
C4H11N3 (ωB97M-V/def2-TZVPD)
C -1.57 -1.27 0.00
C -0.26 -1.40 -0.75
C 0.92 -0.50 -0.27
N 0.71 3.17 0.03
C 1.08 1.86 -0.03
N 0.38 0.81 -0.20
N -1.42 -1.42 1.50
H -2.41 -1.68 -0.59
H -1.73 -0.22 0.01
H 0.04 -2.46 -0.85
H -0.47 -1.09 -1.80
H 1.94 -0.47 -0.78
H 1.25 -0.82 0.75
H 1.30 3.62 -0.68
H -0.04 3.61 0.55
H 2.19 1.75 -0.17
H -1.45 -2.40 1.72
H -0.47 -1.10 1.56
```

The energy above the lowest of the compared OMol25 structures with the same formula, charge and spin is 2.693 eV. The calculation puts the HOMO-LUMO gap at 10.0 eV. The SMILES is N/C=N/CCCN. For the largest force on an atom, the calculation gives 0.054 Eh/bohr. For the energy, the calculation gives -8794.9260 eV.

In elementary charge units, the natural (NBO) charges are: C -0.25; C -0.42; C -0.25; N -0.86; C 0.30; N -0.49; N -0.82; H 0.20; H 0.22; H 0.20; H 0.21; H 0.19; H 0.18; H 0.39; H 0.42; H 0.10; H 0.34; H 0.34